Record 1
This record from the Open Molecules 2025 dataset describes a structure of composition C19H20ClN4O5Ta. The level of theory is ωB97M-V with the def2-TZVPD basis set.

XYZ file:
```
50
Properties=species:S:1:pos:R:3:forces:R:3
Ta 1.603 0.494 0.118 -0.304 -0.383 0.093
N 0.743 -0.234 2.183 0.302 0.163 -0.178
N 1.811 -0.842 2.872 -0.041 -0.306 -0.124
C 3.074 -0.794 2.356 -0.064 -0.093 0.164
O 4.065 -1.216 2.829 -0.035 0.097 -0.099
O 3.011 -0.166 1.093 0.247 0.056 0.086
H 0.387 0.538 2.766 -0.144 0.005 -0.022
H -0.011 -0.911 2.046 0.055 0.050 0.054
H 1.646 -1.296 3.763 -0.009 0.157 0.045
C -0.294 -3.548 -1.476 0.044 -0.033 0.024
C 0.949 -3.678 -0.855 -0.041 -0.048 -0.009
C 1.682 -2.555 -0.533 0.076 0.126 0.070
C 1.182 -1.271 -0.836 -0.154 -0.119 -0.177
C -0.062 -1.164 -1.496 -0.035 0.084 0.062
C -0.808 -2.297 -1.787 -0.029 0.058 -0.014
H -0.860 -4.435 -1.728 -0.005 0.002 0.003
H 1.339 -4.661 -0.626 -0.011 -0.002 -0.005
H 2.642 -2.661 -0.039 -0.007 -0.017 -0.029
H -0.461 -0.196 -1.800 0.016 0.034 -0.009
H -1.764 -2.204 -2.283 0.003 -0.013 -0.004
C 3.616 3.230 3.868 -0.024 0.001 -0.030
C 2.264 2.641 4.145 -0.002 0.029 -0.011
C 2.092 1.610 5.061 -0.037 -0.033 -0.048
C 0.832 1.084 5.310 -0.118 -0.078 0.003
Cl 0.670 -0.267 6.383 0.024 0.005 -0.045
C -0.300 1.601 4.692 0.134 0.011 0.093
C -0.146 2.643 3.786 0.074 0.169 -0.129
C 1.124 3.135 3.503 -0.017 -0.009 0.119
O 1.333 4.190 2.629 -0.119 0.072 -0.086
C 0.618 4.127 1.423 0.007 -0.127 -0.031
C 1.023 2.847 0.724 0.531 0.041 -0.034
O 2.241 2.529 0.575 -0.647 0.314 0.109
O 0.150 1.960 0.321 0.158 -0.123 0.100
H 4.385 2.724 4.447 0.001 -0.008 0.000
H 3.631 4.290 4.122 0.005 0.003 0.006
H 3.864 3.156 2.808 0.009 0.012 0.008
H 2.951 1.202 5.578 0.002 -0.001 0.006
H -1.285 1.233 4.942 0.000 -0.057 0.013
H -1.028 3.091 3.345 0.013 -0.006 -0.021
H 0.922 4.978 0.812 0.057 0.016 0.011
H -0.465 4.149 1.532 -0.067 -0.011 0.073
N 2.393 2.391 -3.670 0.000 0.013 0.038
C 3.230 1.307 -3.805 -0.017 -0.008 0.003
C 3.063 0.568 -2.685 -0.019 -0.041 -0.030
N 2.137 1.206 -1.864 0.158 -0.060 0.010
C 1.762 2.312 -2.502 0.023 0.031 -0.057
H 2.268 3.128 -4.349 0.002 0.010 0.002
H 3.852 1.160 -4.669 -0.004 -0.001 0.001
H 3.521 -0.367 -2.413 0.004 0.013 0.002
H 1.042 3.035 -2.157 0.008 0.006 -0.003
```
Forces are in eV/Å.

Its charge is +2.

---

Record 2
This record from the Open Molecules 2025 dataset describes an isolated molecule of C19H20ClN5O5 in a non-equilibrium geometry. The level of theory is ωB97M-V with the def2-TZVPD basis set.

XYZ file:
```
50
Properties=species:S:1:pos:R:3:forces:R:3
O -0.070 4.910 2.997 -1.086 -0.725 0.959
C -0.941 4.055 3.014 2.013 0.810 -1.050
C -1.337 3.072 4.102 1.112 1.293 4.112
O -1.034 3.230 5.285 -0.236 -0.764 -1.798
N -2.079 2.055 3.589 -0.266 -0.097 0.092
C -1.971 0.728 4.160 -0.125 -1.279 1.977
C -0.555 0.044 4.005 -2.734 -0.091 -3.705
N -0.020 0.285 2.649 -0.523 1.464 0.769
C -0.475 -0.627 1.539 0.735 3.201 0.158
C -0.023 0.100 0.243 1.038 0.254 1.285
N 1.484 0.237 0.187 -0.460 -0.216 -1.065
N 2.277 -0.903 -0.351 -0.215 2.756 1.534
C 2.235 -1.149 -1.776 -1.154 -2.101 0.584
C 3.358 -2.118 -2.230 -1.999 3.944 1.629
C 4.507 -1.629 -2.690 1.486 -0.198 -0.967
C 5.270 -2.804 -2.975 -1.881 0.350 -0.242
C 4.439 -3.867 -2.720 2.356 2.899 -0.205
N 4.740 -5.157 -3.145 -0.207 -1.292 1.287
O 3.984 -6.012 -2.711 0.037 -0.589 -0.586
O 5.758 -5.331 -3.802 -0.721 -0.032 0.129
O 3.306 -3.432 -2.119 -0.763 -1.626 -0.745
C 1.995 1.077 1.358 -0.302 -0.430 -2.070
C 1.435 0.620 2.690 -0.996 0.866 -0.877
C -2.404 2.411 2.276 1.156 0.401 -1.453
C -3.227 1.773 1.348 -1.337 -1.677 1.716
C -3.337 2.222 0.058 1.879 1.097 -0.600
C -2.538 3.273 -0.372 0.717 1.789 -0.466
Cl -2.542 3.922 -2.082 -0.243 -0.976 1.521
C -1.721 3.979 0.508 0.724 0.277 1.630
C -1.631 3.552 1.881 -2.875 -1.087 -3.573
H -2.762 0.073 3.766 0.250 0.392 -0.133
H -2.133 0.732 5.304 -0.095 0.490 -1.787
H 0.033 0.358 4.780 1.947 1.042 1.580
H -0.721 -1.011 4.107 -0.189 -0.855 0.477
H -1.563 -0.687 1.437 -0.005 -0.039 0.744
H -0.044 -1.588 1.647 0.466 -1.355 -0.058
H -0.521 1.119 0.226 0.894 -0.910 0.212
H -0.451 -0.410 -0.591 0.287 -0.547 -0.915
H 2.261 -1.704 0.222 -0.378 -1.068 0.647
H 1.285 -1.637 -2.087 0.124 0.357 0.002
H 2.275 -0.174 -2.225 0.451 0.202 -0.660
H 4.694 -0.573 -2.952 0.083 -0.948 0.503
H 6.172 -2.826 -3.487 1.481 -0.337 -0.619
H 1.786 2.139 1.103 -0.595 -0.609 0.276
H 3.082 1.094 1.340 0.108 -0.605 0.152
H 1.825 -0.309 2.898 2.038 -2.145 0.750
H 1.789 1.349 3.467 -1.079 -0.573 -0.403
H -3.887 0.898 1.644 1.105 1.084 -0.252
H -3.787 1.705 -0.727 -1.377 -0.942 -0.673
H -1.111 4.855 0.191 -0.644 -0.855 0.174
```
Forces are in eV/Å.

Its charge is 0. The structure (SMILES) is O=C1C(=O)N(CCN2CCN(NCc3ccc([N+](=O)[O-])o3)CC2)c2ccc(Cl)cc21.

---

Record 3
This record from the Open Molecules 2025 dataset describes an isolated molecule of C19H20F2N2O6 in a non-equilibrium geometry. The level of theory is ωB97M-V with the def2-TZVPD basis set.

XYZ file:
```
49
Properties=species:S:1:pos:R:3:forces:R:3
C 2.896 2.706 -2.839 -0.093 -0.143 0.022
C 2.167 1.507 -2.242 -0.021 0.266 0.048
C 0.655 1.649 -2.422 0.275 -0.148 -0.031
C 2.544 1.325 -0.752 0.282 -0.145 -0.189
N 2.239 -0.007 -0.298 -0.147 0.032 -0.222
C 3.136 -0.758 0.394 -0.356 0.146 -0.278
O 4.284 -0.414 0.592 0.169 -0.117 0.181
C 2.596 -2.043 0.862 0.848 -0.725 0.657
C 3.206 -3.046 1.569 -0.240 0.778 -0.482
C 2.226 -4.044 1.764 -0.529 0.093 -0.214
C 1.093 -3.582 1.167 0.253 -0.663 0.412
O 1.300 -2.375 0.617 -0.078 0.399 -0.217
C 1.870 2.386 0.110 0.262 0.056 -0.135
O 2.014 3.570 -0.006 0.032 -0.024 -0.005
O 1.061 1.814 1.019 -0.205 -0.212 0.282
C 0.260 2.660 1.832 -0.181 0.639 0.254
C -1.236 2.363 1.667 0.572 -0.080 -0.122
O -2.072 3.063 2.187 -0.086 0.182 0.170
N -1.466 1.263 0.911 0.352 -0.495 -0.337
C -2.677 0.684 0.534 -0.175 -0.180 -0.130
C -3.913 1.175 0.936 -0.006 0.066 0.048
C -5.076 0.546 0.528 0.008 -0.083 -0.062
C -5.019 -0.573 -0.280 0.012 0.042 0.033
C -3.793 -1.075 -0.694 -0.001 -0.078 -0.064
C -2.631 -0.449 -0.291 0.123 0.053 0.023
O -1.330 -0.873 -0.664 -0.757 0.809 0.598
C -1.167 -1.999 -1.365 1.130 -0.932 -0.741
F -1.680 -3.090 -0.747 -0.153 -0.097 0.353
F -1.758 -1.962 -2.584 -0.176 0.255 -0.141
H 2.617 2.830 -3.882 -0.001 0.023 -0.129
H 2.638 3.613 -2.299 0.009 0.106 -0.016
H 3.973 2.565 -2.784 0.145 0.030 -0.012
H 2.500 0.599 -2.756 0.010 0.051 0.155
H 0.116 0.814 -1.979 -0.150 -0.076 0.022
H 0.411 1.679 -3.481 -0.083 0.003 -0.073
H 0.302 2.573 -1.970 -0.096 0.123 0.046
H 3.629 1.444 -0.635 -0.236 0.055 -0.003
H 1.285 -0.325 -0.355 0.054 -0.058 0.053
H 4.224 -3.051 1.897 0.229 0.078 0.040
H 2.348 -4.975 2.277 -0.052 -0.212 0.094
H 0.111 -4.002 1.066 -0.162 0.045 -0.071
H 0.534 2.501 2.880 -0.050 -0.016 -0.156
H 0.447 3.709 1.577 -0.136 -0.227 0.080
H -0.645 0.778 0.572 -0.126 0.212 0.132
H -3.945 2.047 1.567 0.017 0.018 0.015
H -6.030 0.936 0.847 -0.085 0.046 0.037
H -5.923 -1.067 -0.599 -0.086 -0.051 -0.033
H -3.771 -1.947 -1.326 0.069 -0.006 -0.015
H -0.089 -2.169 -1.516 -0.386 0.158 0.123
```
Forces are in eV/Å.

Its charge is 0. The structure (SMILES) is CC(C)[C@H](NC(=O)c1ccco1)C(=O)OCC(=O)Nc1ccccc1OC(F)F.

---

Record 4
This record from the Open Molecules 2025 dataset describes a structure of composition C19H20F8N2O7S2Y in a non-equilibrium geometry. The level of theory is ωB97M-V with the def2-TZVPD basis set.

XYZ file:
```
59
Properties=species:S:1:pos:R:3:forces:R:3
Y -0.061 -0.397 -0.489 2.233 1.382 0.746
C 2.864 -1.825 -0.008 1.347 -0.789 0.079
O 1.981 -1.460 -1.065 -0.808 0.312 -0.579
C 2.417 -1.361 -2.438 0.581 0.991 -0.075
C 2.102 0.100 -2.951 1.042 -0.275 1.640
O 0.803 0.494 -2.527 -1.400 0.036 -1.589
C -0.240 0.475 -3.590 0.941 2.006 -0.329
C -0.702 -0.897 -3.840 -0.121 -1.198 -0.374
O -0.822 -1.477 -2.533 -0.689 -0.303 -0.290
C -1.644 -2.648 -2.643 -1.065 0.365 1.792
H 2.861 -2.923 0.095 0.453 0.271 -0.384
H 3.896 -1.400 -0.122 -0.995 -0.428 -0.123
H 2.444 -1.480 0.921 -0.088 0.568 0.058
H 3.513 -1.500 -2.487 -0.529 -0.128 -0.022
H 1.904 -2.138 -3.032 0.222 0.348 0.281
H 2.783 0.864 -2.493 -0.355 -0.945 -0.140
H 2.219 0.202 -4.012 -0.083 -0.228 -0.672
H -1.054 1.087 -3.191 0.184 -0.027 0.085
H 0.104 0.979 -4.545 -0.053 -0.515 1.217
H -1.701 -0.951 -4.357 0.993 0.378 0.424
H 0.011 -1.511 -4.426 -0.259 0.285 0.174
H -2.066 -2.837 -1.621 0.740 -0.288 -1.107
H -2.484 -2.412 -3.282 -0.275 -0.060 -0.194
H -1.084 -3.449 -3.069 0.408 -0.744 -0.085
F 3.577 4.419 -0.138 -0.104 0.534 0.487
C 2.898 3.540 0.604 -0.735 -2.056 -0.464
C 2.208 2.513 -0.156 1.144 1.329 2.010
C 1.685 1.402 0.511 -1.682 -0.954 -0.612
C 1.682 1.325 1.940 0.631 2.477 -0.897
C 2.332 2.434 2.593 -0.867 -1.267 -0.026
F 2.377 2.428 3.936 0.043 0.043 0.528
C 2.954 3.528 2.012 -0.352 -0.810 -1.729
C 0.876 0.295 2.628 0.302 -0.436 -0.606
C 0.475 0.371 3.966 0.164 -0.391 -0.270
C -0.136 -0.731 4.528 -0.346 0.288 -0.165
C -0.188 -1.931 3.810 -0.117 -0.653 -0.045
C 0.215 -1.969 2.492 -0.175 1.579 1.014
N 0.548 -0.809 1.867 0.961 -0.315 0.095
H 2.156 2.745 -1.226 -0.067 -0.532 0.265
H 3.456 4.244 2.638 0.103 0.170 -0.108
H 0.654 1.262 4.554 -0.091 -0.102 -0.178
H -0.580 -0.563 5.504 0.140 -0.635 0.030
H -0.588 -2.871 4.171 0.085 0.241 0.573
H 0.277 -2.934 1.994 -0.352 0.460 -0.442
F -4.797 -2.708 0.936 0.017 1.280 -0.558
C -4.419 -1.636 0.240 -0.410 0.479 -1.455
F -4.267 -1.981 -1.071 -0.021 0.241 1.394
F -5.268 -0.587 0.277 0.588 -1.456 0.432
S -2.799 -1.055 0.961 2.175 -0.124 1.498
O -1.754 -2.021 0.487 -1.628 0.695 0.426
O -3.054 -0.888 2.371 0.034 -0.367 -1.768
N -2.120 0.257 0.289 -1.757 -0.196 0.082
S -2.390 1.759 -0.170 0.632 2.194 -0.726
O -3.625 2.050 -0.874 1.665 -0.714 1.246
O -1.074 2.056 -0.817 -2.087 -0.895 0.763
C -2.343 2.893 1.412 -0.116 1.523 1.666
F -1.220 2.778 2.177 -1.271 -0.650 -1.411
F -3.415 2.643 2.228 1.337 0.020 -1.514
F -2.380 4.204 1.030 -0.265 -2.015 -0.067
```
Forces are in eV/Å.

Its charge is +1.

---

Record 5
This record from the Open Molecules 2025 dataset describes an isolated molecule of C19H20FN3O5 in a non-equilibrium geometry. The level of theory is ωB97M-V with the def2-TZVPD basis set.

XYZ file:
```
48
Properties=species:S:1:pos:R:3:forces:R:3
O -1.179 0.398 -2.144 -0.093 -0.121 -0.158
C -0.862 0.720 -1.016 0.141 0.068 0.158
N -1.756 0.892 -0.010 -0.156 0.108 0.271
C -3.096 0.357 -0.089 0.016 -0.435 0.082
C -3.111 -1.120 0.323 -0.212 0.267 -0.532
O -2.414 -1.209 1.556 -0.114 -0.075 0.214
C -2.026 -2.429 2.025 0.141 -0.082 0.098
C -1.005 -2.424 2.978 -0.170 -0.032 -0.160
C -0.539 -3.596 3.536 0.037 0.027 0.017
C -1.077 -4.815 3.156 -0.036 -0.041 -0.016
C -2.089 -4.845 2.217 -0.009 0.134 -0.041
C -2.556 -3.666 1.665 -0.074 -0.051 -0.074
F -3.565 -3.764 0.757 0.126 0.102 0.163
C 0.562 0.950 -0.610 0.231 -0.024 -0.148
C 1.006 0.304 0.527 0.431 -0.006 0.255
C 2.357 0.287 0.859 -0.458 0.652 -1.234
N 2.781 -0.354 2.053 0.257 -0.350 0.687
O 1.919 -0.749 2.823 -0.012 -0.095 0.133
O 3.977 -0.465 2.252 0.064 -0.037 0.057
C 3.287 0.887 0.009 -0.129 -0.293 0.384
C 2.860 1.529 -1.124 -0.140 -0.002 -0.157
C 1.489 1.613 -1.457 0.025 -0.234 0.381
N 1.079 2.323 -2.535 -0.011 0.072 -0.197
C 1.887 2.540 -3.714 0.206 0.381 -0.157
C 2.131 4.040 -3.915 0.173 -0.336 -0.066
O 0.903 4.720 -4.024 -0.023 0.047 -0.165
C 0.113 4.519 -2.879 -0.267 -0.216 0.299
C -0.177 3.030 -2.618 -0.163 0.458 -0.130
H -1.401 1.009 0.927 0.082 0.054 -0.171
H -3.440 0.445 -1.120 -0.069 0.016 0.129
H -3.738 0.940 0.573 -0.011 -0.020 -0.084
H -4.145 -1.468 0.421 0.168 0.012 -0.010
H -2.601 -1.718 -0.442 -0.053 0.043 0.102
H -0.575 -1.478 3.266 0.022 0.150 -0.009
H 0.258 -3.551 4.261 0.090 0.001 0.081
H -0.713 -5.735 3.585 0.032 -0.087 0.038
H -2.539 -5.773 1.898 -0.063 -0.074 -0.055
H 0.323 -0.250 1.156 -0.078 -0.009 0.005
H 4.333 0.854 0.272 0.047 0.018 -0.016
H 3.591 2.016 -1.748 0.041 0.079 -0.027
H 2.825 1.993 -3.654 -0.036 -0.008 -0.018
H 1.321 2.166 -4.577 0.106 -0.015 0.011
H 2.670 4.226 -4.845 0.037 -0.034 0.071
H 2.712 4.441 -3.069 -0.019 -0.038 -0.067
H -0.819 5.059 -3.051 0.017 -0.031 0.082
H 0.621 4.943 -1.997 -0.062 -0.021 -0.060
H -0.727 2.947 -1.682 -0.005 0.056 -0.072
H -0.789 2.615 -3.426 -0.025 0.020 0.107
```
Forces are in eV/Å.

Its charge is 0. The structure (SMILES) is O=C(NCCOc1ccccc1F)c1cc([N+](=O)[O-])ccc1N1CCOCC1.

---

no.,gap between HOMO and LUMO (eV),HOMO level (eV),LUMO level (eV)
1,6.394,-14.324,-7.93
2,7.131,-8.500,-1.37
3,9.502,-8.911,0.59
4,7.933,-10.584,-2.65
5,7.891,-8.274,-0.38